# 1
Entry from OMol25: a molecular structure, C33H59N5O11S2 in a non-equilibrium geometry (ωB97M-V/def2-TZVPD).

Geometry as XYZ:
```
110
Properties=species:S:1:pos:R:3:forces:R:3:mulliken_charge:R:1
C -17.384 -12.653 -6.225 1.00 -2.92 1.31 0.85
C -18.147 -13.166 -5.025 -0.73 -0.82 1.60 -0.75
O -19.273 -13.813 -5.565 -1.36 -1.32 -2.09 -0.30
C -19.261 -13.724 -6.900 1.74 -4.11 2.76 0.89
O -20.086 -14.263 -7.622 3.24 -6.16 3.29 -0.34
O -18.169 -13.108 -7.330 0.03 -3.23 0.44 -0.39
H -16.390 -13.099 -6.183 0.00 0.11 -0.68 0.62
H -17.409 -11.565 -6.295 1.75 -3.24 0.14 -0.76
H -18.619 -12.490 -4.312 0.67 -0.44 -0.39 0.40
H -17.539 -13.858 -4.443 -0.15 -0.26 -0.08 0.40
C -22.355 -9.938 -5.790 4.83 0.16 -0.10 0.52
C -22.121 -8.931 -6.949 4.93 -1.25 6.01 1.49
O -21.327 -7.875 -6.373 0.98 -0.84 2.11 -0.56
C -20.981 -8.263 -5.079 1.59 2.33 -1.16 -0.06
O -20.058 -7.677 -4.426 -7.47 1.60 -4.20 -0.63
O -21.621 -9.443 -4.749 3.00 3.15 2.64 -0.51
H -22.086 -10.895 -6.238 0.29 2.74 2.51 0.06
H -23.373 -9.914 -5.403 2.17 -2.49 2.40 0.13
H -23.090 -8.570 -7.296 3.84 1.19 3.74 0.87
H -21.670 -9.346 -7.850 0.59 -0.09 2.37 -0.42
C -25.287 -13.355 -11.304 -0.21 0.65 -0.44 -0.76
C -24.963 -11.869 -11.558 -1.74 -1.35 -0.78 -0.27
O -24.217 -11.479 -10.448 -1.06 -3.37 0.87 -0.36
C -23.733 -12.568 -9.772 -1.52 -0.65 -4.82 0.20
O -22.898 -12.497 -8.947 -1.29 -0.62 -2.53 0.28
O -24.302 -13.747 -10.315 -0.99 3.23 -2.01 -0.61
H -25.196 -13.856 -12.268 0.52 -0.52 0.38 0.47
H -26.293 -13.576 -10.946 0.14 0.14 0.45 0.28
H -25.837 -11.225 -11.656 -0.13 -0.10 0.26 0.42
H -24.387 -11.780 -12.479 -0.32 -0.54 0.37 0.84
C -25.983 -12.257 -7.228 0.48 1.98 0.93 -0.88
C -25.724 -11.320 -8.471 -2.20 -1.96 2.10 -0.43
C -24.492 -10.467 -8.435 -0.87 0.42 0.01 0.86
C -24.196 -9.752 -7.235 -6.06 -1.00 2.25 -0.13
N -23.968 -9.213 -6.215 -11.56 2.02 -4.17 -0.53
H -26.202 -11.663 -6.341 -0.79 0.12 -0.11 0.47
H -25.018 -12.668 -6.929 -1.18 0.44 0.69 0.59
H -26.679 -13.069 -7.438 -0.09 0.75 0.33 0.56
H -26.634 -10.737 -8.619 0.05 0.25 0.00 0.33
H -25.707 -12.027 -9.300 -0.47 0.46 0.35 0.03
H -24.668 -9.707 -9.197 -0.31 -0.69 0.63 0.71
H -23.619 -11.057 -8.713 -1.54 1.40 1.26 -0.19
C -22.518 -15.520 -12.246 -0.83 0.33 0.40 -1.68
C -21.943 -14.868 -10.970 0.77 -0.52 -1.92 -0.37
C -21.015 -13.605 -11.275 -0.72 -1.34 0.73 0.64
C -21.796 -12.423 -11.661 -0.06 -0.96 -0.45 0.57
N -22.434 -11.481 -11.956 6.26 -15.98 -6.62 -0.30
H -23.214 -14.867 -12.773 0.33 0.44 -0.26 0.25
H -23.200 -16.311 -11.935 0.30 -0.47 0.01 0.43
H -21.777 -15.903 -12.949 0.02 0.04 0.14 0.38
H -21.374 -15.681 -10.518 0.47 0.45 0.35 0.64
H -22.808 -14.663 -10.339 1.39 -0.12 -0.31 0.40
H -20.234 -13.731 -12.024 -0.08 -0.60 -0.03 0.58
H -20.588 -13.379 -10.298 0.74 -0.75 -0.80 -0.75
C -21.792 -9.627 -12.372 0.55 2.77 -1.18 -1.63
C -23.106 -10.039 -11.677 -0.32 7.33 -1.65 -0.03
C -23.752 -8.876 -10.943 -0.79 2.09 -0.05 -2.03
C -23.271 -8.540 -9.603 -0.33 1.20 0.59 0.92
N -22.949 -8.287 -8.506 -3.86 7.52 -11.83 -0.65
H -21.336 -10.473 -12.886 0.08 1.29 -0.65 0.39
H -21.014 -9.262 -11.702 -0.09 0.31 0.00 0.23
H -22.032 -8.819 -13.064 0.22 0.21 -0.21 0.54
H -22.920 -10.883 -11.013 -1.15 3.73 2.59 0.26
H -23.709 -10.484 -12.468 -0.90 2.68 0.40 1.30
H -24.829 -9.039 -10.975 -0.13 -0.04 0.63 0.38
H -23.679 -7.926 -11.474 0.27 0.17 -0.37 0.66
C -22.673 -15.751 -6.795 0.13 -0.47 0.07 -1.76
C -23.516 -14.464 -6.735 0.18 -2.10 0.53 0.32
C -24.162 -14.028 -8.040 -1.15 -3.69 0.78 1.27
C -25.488 -14.630 -8.344 -4.48 -2.66 -0.09 -0.10
N -26.593 -15.055 -8.543 5.01 1.67 0.51 -0.95
H -21.983 -15.818 -7.636 -0.56 -0.05 -0.56 0.17
H -23.272 -16.653 -6.667 -0.09 -0.14 -0.55 0.34
H -21.934 -15.842 -5.998 -0.24 0.53 0.58 0.48
H -22.834 -13.667 -6.439 -1.11 -2.40 0.25 -0.75
H -24.261 -14.623 -5.956 -0.08 0.32 0.10 0.81
H -23.551 -14.346 -8.885 -0.06 -0.89 1.97 0.63
H -24.336 -12.956 -8.133 -0.21 -2.33 1.15 -2.32
C -21.638 -10.266 -9.462 1.75 -0.87 0.34 -2.27
C -20.984 -11.661 -9.405 0.78 2.16 -0.19 -0.34
C -20.686 -12.239 -8.014 -3.49 4.99 -2.14 1.28
C -21.874 -12.164 -7.154 1.35 -1.41 0.18 0.23
N -22.781 -12.221 -6.428 1.45 0.49 -1.33 -0.59
H -22.580 -10.273 -8.914 1.76 -0.37 -0.74 -1.74
H -21.830 -9.798 -10.428 1.09 -1.09 1.35 -0.03
H -21.006 -9.539 -8.952 0.45 -0.57 -0.94 2.25
H -20.030 -11.642 -9.930 -1.07 0.51 -0.28 0.39
H -21.635 -12.391 -9.887 2.02 1.82 0.87 -2.43
H -19.832 -11.714 -7.584 -3.30 -1.12 -2.24 -0.67
H -20.329 -13.265 -8.104 -2.39 2.53 -2.96 0.20
C -16.669 -9.940 -7.901 -0.26 0.64 0.89 -1.02
S -18.167 -10.912 -7.608 -0.23 8.40 -9.66 1.11
O -19.427 -10.010 -7.732 4.26 1.82 -3.23 -0.60
C -18.099 -11.715 -9.204 1.21 -0.79 -1.85 -0.82
H -15.869 -10.615 -7.597 0.37 -0.01 -0.68 0.37
H -16.709 -9.221 -7.083 0.10 0.28 -0.35 0.40
H -16.596 -9.400 -8.845 0.12 -0.55 -0.07 0.44
H -18.937 -12.399 -9.340 0.93 0.28 0.39 0.23
H -17.244 -12.374 -9.349 0.44 0.24 0.52 0.52
H -18.055 -11.035 -10.055 -0.21 0.47 0.24 0.61
C -18.894 -9.264 -3.799 1.42 -1.81 2.62 -0.90
S -18.074 -10.066 -5.239 -1.83 0.25 3.77 0.46
O -17.271 -11.235 -4.682 2.19 4.99 2.94 -0.83
C -19.605 -10.933 -5.813 -1.29 0.24 4.26 -0.83
H -18.613 -9.763 -2.872 0.67 -1.09 -0.30 0.38
H -19.984 -9.249 -3.801 1.52 -1.78 0.45 0.18
H -18.659 -8.226 -3.561 1.26 -0.77 -0.56 0.42
H -20.305 -10.183 -6.182 0.51 -1.02 1.06 0.68
H -19.951 -11.560 -4.991 -0.41 0.45 0.23 1.60
H -19.371 -11.575 -6.662 -0.40 -0.04 4.56 -1.34
```
Positions in Å, forces in eV/Å.

Results
energy above the lowest of the compared OMol25 structures with the same formula, charge and spin	1209.3	kcal/mol
2S+1	1
M	765.99	g mol⁻¹
frontier orbital gap	6.6336	eV
HOMO energy	-6.5	eV


# 2
Entry from OMol25: a molecular structure, C33H60BeBrN4OSSi4 (ωB97M-V/def2-TZVPD).

Geometry as XYZ:
```
105
Properties=species:S:1:pos:R:3:forces:R:3:mulliken_charge:R:1
Be 0.061 1.180 0.577 -0.07 -0.33 0.39 -1.53
C -1.325 4.002 -5.671 0.00 0.00 0.02 -1.12
C -1.709 2.935 -4.653 -0.04 -0.02 -0.03 -0.91
N -0.607 2.084 -4.235 -0.15 -0.01 -0.07 0.73
C -0.306 0.909 -5.055 0.02 0.08 0.04 0.02
C 0.867 1.121 -6.006 0.01 0.04 0.00 -1.36
C 0.177 2.423 -3.182 0.10 -0.11 -0.07 0.12
S 0.044 3.901 -2.393 0.02 -0.01 0.02 -0.31
N 1.164 1.513 -2.943 0.08 0.18 -0.05 -0.22
C 1.605 1.177 -1.774 0.09 -0.27 0.28 -0.55
O 1.060 1.307 -0.636 0.04 0.37 -0.31 -0.20
C 2.943 0.488 -1.757 -0.08 0.02 -0.05 0.75
C 3.736 0.572 -0.619 0.07 0.01 0.01 -0.32
C 4.973 -0.054 -0.576 -0.03 0.00 -0.03 -0.58
C 5.416 -0.792 -1.666 -0.01 0.00 0.00 -0.54
C 4.625 -0.881 -2.805 -0.01 0.01 0.00 -0.72
C 3.400 -0.232 -2.855 0.00 -0.03 -0.01 -0.05
H -2.211 4.571 -5.960 0.02 0.02 0.00 0.45
H -0.899 3.558 -6.572 -0.02 0.00 -0.01 0.24
H -0.598 4.686 -5.234 0.01 -0.02 0.00 0.23
H -2.478 2.280 -5.070 -0.03 -0.02 0.01 0.41
H -2.118 3.410 -3.762 0.02 0.01 -0.02 0.34
H -1.211 0.679 -5.618 -0.02 -0.03 0.00 0.55
H -0.103 0.058 -4.408 0.01 0.00 0.01 -0.23
H 0.665 1.927 -6.712 0.01 -0.01 -0.01 0.34
H 1.061 0.208 -6.574 -0.01 -0.01 0.00 0.41
H 1.762 1.375 -5.438 -0.01 0.00 -0.01 0.20
H 3.368 1.142 0.224 -0.01 0.02 0.00 0.52
H 5.591 0.028 0.310 0.00 0.00 0.00 0.43
H 6.374 -1.297 -1.628 0.00 0.00 0.00 0.38
H 4.963 -1.459 -3.655 0.00 0.00 0.00 0.40
H 2.774 -0.288 -3.736 0.01 0.00 0.01 0.36
C 3.014 -0.769 5.536 -0.03 0.01 0.01 -0.89
C 3.635 0.101 4.449 0.00 0.06 0.00 -0.81
N 2.706 0.999 3.771 -0.02 -0.04 0.06 0.35
C 2.452 2.291 4.392 0.01 -0.01 0.01 -1.08
C 1.239 2.320 5.316 -0.01 -0.02 0.01 -0.48
C 2.024 0.612 2.656 0.13 0.18 -0.19 0.63
C 2.326 -0.733 2.083 -0.08 -0.11 0.01 -0.35
N 1.169 1.355 2.036 -0.19 -0.23 0.06 0.68
H 3.761 -1.464 5.923 -0.01 -0.01 0.01 0.43
H 2.173 -1.345 5.150 -0.01 0.00 -0.03 0.09
H 2.650 -0.168 6.370 0.02 -0.01 0.00 0.29
H 4.123 -0.527 3.706 0.00 -0.02 0.01 0.29
H 4.417 0.726 4.886 0.03 -0.02 -0.02 0.45
H 2.351 3.046 3.609 0.01 0.03 0.00 0.46
H 3.349 2.559 4.952 0.01 -0.02 0.00 0.44
H 0.315 2.137 4.771 -0.01 0.00 -0.03 0.00
H 1.162 3.294 5.800 -0.03 0.01 -0.02 0.40
H 1.321 1.557 6.091 0.01 0.04 0.01 0.22
H 2.116 -1.522 2.803 0.02 -0.04 0.04 0.61
H 3.367 -0.812 1.771 0.01 0.01 -0.01 0.39
H 1.691 -0.880 1.215 -0.02 -0.01 -0.03 -1.27
H 1.006 2.254 2.473 -0.08 0.06 0.00 0.03
C -0.313 -4.657 -0.590 -0.07 -0.02 0.03 -1.06
Si 0.319 -2.880 -0.749 -0.05 0.03 -0.06 0.36
C 2.132 -3.060 -0.221 0.05 0.15 0.11 -0.73
C 0.472 -2.531 -2.607 -0.01 0.05 -0.03 -0.49
Si -0.970 -1.143 0.235 0.25 -0.06 0.04 0.08
Si -1.820 -1.971 2.257 0.04 0.15 0.07 0.23
C -0.630 -1.621 3.700 0.04 0.01 0.02 -0.74
C -2.237 -3.801 2.462 0.00 -0.11 -0.07 -1.13
C -3.390 -1.014 2.695 -0.03 0.07 0.03 -1.07
Si -2.917 -1.316 -1.087 -0.09 0.07 0.05 0.10
C -3.781 -3.000 -1.096 0.01 -0.05 0.01 -1.17
C -4.305 -0.155 -0.554 -0.01 0.03 0.09 -0.86
C -2.615 -0.896 -2.906 0.07 0.00 -0.05 -0.66
H 0.342 -5.343 -1.136 0.02 0.02 -0.01 0.35
H -1.322 -4.765 -0.984 -0.06 -0.04 -0.02 0.23
H -0.339 -4.973 0.454 0.03 -0.02 -0.01 0.25
H 2.556 -3.901 -0.778 0.00 0.00 -0.02 0.44
H 2.260 -3.267 0.844 -0.01 -0.02 0.02 0.24
H 2.715 -2.168 -0.469 0.02 -0.01 0.00 -0.13
H 1.372 -3.000 -3.015 -0.01 -0.02 0.00 0.57
H 0.541 -1.455 -2.785 0.03 0.00 -0.03 -0.50
H -0.390 -2.902 -3.165 -0.03 -0.01 -0.01 0.36
H 0.164 -2.372 3.757 0.01 0.02 -0.02 0.21
H -1.172 -1.634 4.651 0.00 -0.05 0.00 0.56
H -0.171 -0.636 3.589 0.00 0.03 0.03 -0.16
H -1.359 -4.425 2.289 0.00 -0.01 0.05 0.25
H -3.007 -4.124 1.759 -0.01 -0.01 -0.01 0.27
H -2.596 -3.993 3.477 -0.02 0.01 0.01 0.32
H -3.295 0.034 2.400 -0.02 -0.01 0.03 0.22
H -3.581 -1.049 3.772 0.00 -0.03 0.00 0.46
H -4.267 -1.420 2.187 0.02 -0.03 0.02 0.25
H -4.142 -3.256 -0.097 -0.01 -0.01 0.01 0.21
H -3.130 -3.806 -1.430 0.02 -0.06 -0.04 0.26
H -4.646 -2.965 -1.767 -0.01 0.01 0.01 0.37
H -4.784 -0.500 0.362 -0.03 0.01 -0.03 0.28
H -5.062 -0.125 -1.344 -0.01 -0.01 0.00 0.46
H -3.959 0.860 -0.371 0.02 0.08 -0.02 -0.03
H -2.351 -1.785 -3.481 0.03 0.00 -0.04 0.41
H -1.812 -0.169 -3.029 0.00 0.07 0.03 -0.35
H -3.526 -0.469 -3.338 0.00 -0.03 -0.02 0.53
Br -5.197 4.660 2.256 -0.02 0.01 0.01 -0.27
C -3.641 3.666 1.770 0.02 0.01 -0.02 -0.07
C -2.817 3.168 2.758 0.05 -0.02 -0.02 -0.76
C -1.685 2.449 2.376 -0.09 -0.08 0.00 0.76
C -1.335 2.186 1.045 -0.02 0.12 -0.19 -0.47
C -2.223 2.720 0.098 0.05 0.05 -0.05 0.18
C -3.355 3.452 0.433 0.00 -0.01 0.00 -0.43
H -3.053 3.327 3.803 0.00 0.01 0.00 0.44
H -1.083 2.043 3.183 0.06 -0.05 0.04 0.12
H -2.017 2.572 -0.957 -0.02 0.00 0.02 0.75
H -4.011 3.843 -0.335 0.00 0.01 0.00 0.43
```
Positions in Å, forces in eV/Å.

Results
energy above the lowest of the compared OMol25 structures with the same formula, charge and spin	0.0	kcal/mol
2S+1	1
M	762.20	g mol⁻¹
charge	-1
frontier orbital gap	6.2620	eV
HOMO energy	-4.0	eV